1.
C20H46OP4SeV | the ωB97M-V functional and the def2-TZVPD basis

Summary:
HOMO-LUMO gap (spin up / spin down): 5.192 / 4.869 eV
⟨S²⟩: 1.09
LUMO (spin up / spin down): -15.21 / -15.52 eV
largest force on an atom: 3.551 eV Å⁻¹

```
! wB97M-V def2-TZVPD RIJCOSX def2/J DEFGRID3
* xyz 4 2
V -0.0245 -0.2088 -0.5414
P -1.8978 0.0794 1.5442
P 1.0108 -2.3061 0.6013
P -1.6212 -1.4512 -2.0512
H -2.4009 3.6062 2.8404
C -2.0614 3.7406 1.8098
C -2.8561 4.0025 0.7586
H -3.9471 4.0755 0.7905
C -1.3427 0.6329 3.1758
C -2.2371 -1.7069 1.7984
C -3.5561 0.6979 1.1330
C 2.7600 -2.7887 0.3318
C 1.0451 -2.3377 2.4379
C 0.1376 -3.8693 0.1643
C -2.3784 0.0092 -2.8479
C -3.0435 -2.4255 -1.4266
C -1.2113 -2.4455 -3.5484
H -0.9839 3.8160 1.6662
H -2.3859 4.2457 -0.2038
H -0.2841 0.8972 3.0751
H -1.4500 -0.1969 3.8803
H -1.9314 1.4930 3.5047
H -1.6445 -2.1366 2.6140
H -2.0710 -2.3036 0.8918
H -3.2974 -1.8269 2.0784
H -3.5530 1.7895 1.0889
H -4.2574 0.3313 1.8918
H -3.8286 0.2970 0.1504
H 2.9983 -3.6347 0.9969
H 3.4194 -1.9419 0.5553
H 2.9307 -3.0875 -0.7104
H 1.8661 -2.9852 2.7778
H 0.1092 -2.7119 2.8624
H 1.2254 -1.3180 2.7968
H 0.7949 -4.7161 0.4056
H -0.0951 -3.8972 -0.9077
H -0.7958 -3.9684 0.7309
H -3.2060 -0.3489 -3.4725
H -1.6453 0.5282 -3.4791
H -2.7595 0.7197 -2.1035
H -3.6873 -2.6808 -2.2806
H -3.6301 -1.8651 -0.6876
H -2.6842 -3.3614 -0.9740
H -2.1499 -2.7162 -4.0529
H -0.6794 -3.3604 -3.2639
H -0.5789 -1.8724 -4.2386
C 1.3626 0.2284 -2.8702
C 1.1574 1.1577 -1.7814
C 0.2794 2.2781 -1.9638
C 0.0192 2.7030 -3.2689
C 0.4489 1.9219 -4.3568
C 1.0935 0.7089 -4.1712
Se 1.6347 -1.5735 -2.4973
H -1.1403 1.0879 0.7265
H 1.7441 1.0248 -0.8489
H -0.0985 2.8156 -1.0911
H -0.5131 3.6424 -3.4507
H 0.2774 2.2773 -5.3724
H 1.3484 0.0702 -5.0120
C 4.2081 0.2307 2.5622
P 3.0901 1.2832 1.6209
C 2.9718 2.8693 2.4534
C 3.9026 1.5722 0.0358
O 1.7113 0.6706 1.4474
H 3.9782 -0.8290 2.3927
H 4.0892 0.4579 3.6301
H 5.2470 0.4332 2.2643
H 3.9085 3.0586 2.9947
H 2.8042 3.6546 1.7042
H 2.1291 2.8528 3.1564
H 4.9884 1.4882 0.1698
H 3.5869 0.8435 -0.7203
H 3.6501 2.5799 -0.3170
*
```


2.
C20H46OP4Tb | the ωB97M-V functional and the def2-TZVPD basis

Summary:
HOMO-LUMO gap (spin up / spin down): 5.853 / 3.568 eV
⟨S²⟩: 12.20
LUMO (spin up / spin down): -8.90 / -12.10 eV
largest force on an atom: 2.756 eV Å⁻¹

```
! wB97M-V def2-TZVPD RIJCOSX def2/J DEFGRID3
* xyz 3 7
Tb -0.1062 -0.2611 0.7987
P 2.0220 0.7834 2.3309
P -0.8163 2.2550 -0.2059
P 2.1213 -0.5410 -0.8186
H -1.7062 -2.7352 0.9400
C -0.6264 -2.7643 0.7348
C 0.3293 -2.6112 1.7259
H 0.0923 -2.5562 2.8017
C 1.8564 1.1371 4.1249
C 2.7461 2.3858 1.7750
C 3.5047 -0.2860 2.4021
C -2.2049 1.8236 -1.3439
C -1.6762 3.5988 0.6776
C 0.2131 3.1705 -1.4145
C 2.9509 -2.1699 -0.6557
C 3.4564 0.5402 -1.4317
C 1.2523 -0.8742 -2.3827
H -0.4062 -3.1668 -0.2608
H 1.4046 -2.7862 1.5545
H 1.5809 0.2177 4.6582
H 1.0924 1.8993 4.3124
H 2.8185 1.4973 4.5146
H 1.9688 3.1638 1.7880
H 3.1469 2.3027 0.7555
H 3.5533 2.6659 2.4712
H 3.2307 -1.2453 2.8562
H 4.2671 0.1974 3.0251
H 3.9226 -0.4784 1.4091
H -2.4517 2.7151 -1.9471
H -3.0838 1.4793 -0.7839
H -1.8962 1.0051 -2.0087
H -2.0825 4.2974 -0.0687
H -0.9849 4.1103 1.3527
H -2.4822 3.1756 1.2905
H -0.3698 4.0295 -1.7822
H 0.5068 2.5222 -2.2532
H 1.1376 3.5096 -0.9341
H 3.3038 -2.4890 -1.6445
H 2.2469 -2.9150 -0.2670
H 3.8033 -2.1014 0.0260
H 3.8641 0.0903 -2.3490
H 4.2601 0.6424 -0.6926
H 3.0615 1.5389 -1.6695
H 1.9742 -1.1945 -3.1428
H 0.7199 0.0129 -2.7452
H 0.5071 -1.6665 -2.2454
C -1.6251 -1.5121 -4.3686
C -2.8506 -1.2718 -5.0254
C -3.3151 -2.2720 -5.8860
C -2.5343 -3.4092 -6.1565
C -1.2836 -3.5656 -5.5349
C -0.7792 -2.5749 -4.6936
O -1.2495 -0.7357 -3.3028
H -1.8594 0.0150 -3.1524
H -3.4468 -0.3854 -4.7823
H -4.2698 -2.1319 -6.3972
H -2.9405 -4.2126 -6.7875
H -0.6718 -4.4385 -5.7494
H 0.1897 -2.6633 -4.1988
C -3.2283 -0.0285 3.0021
P -1.4375 0.2974 3.2201
C -1.4646 1.9957 3.9206
C -1.0737 -0.7701 4.6743
H -3.7103 0.7888 2.4480
H -3.6821 -0.1362 3.9954
H -3.3595 -0.9563 2.4277
H -1.4661 1.9597 5.0191
H -0.5896 2.5706 3.5858
H -2.3646 2.5129 3.5645
H -0.0307 -0.6724 5.0008
H -1.2396 -1.8162 4.3888
H -1.7396 -0.5127 5.5104
*
```